Computed, not measured: a cluster of 2 separate species, C23H37F3N2O in total at a distorted geometry, with ωB97M-V/def2-TZVPD.

XYZ file:
```
66
Properties=species:S:1:pos:R:3:mulliken_charge:R:1
C 1.826 -3.238 -1.362 -1.6895
C 1.084 -3.495 -0.036 1.9965
C -0.039 -4.481 -0.340 -1.9766
C 2.081 -4.157 0.929 -1.6376
C 0.560 -2.182 0.598 0.0075
C -0.715 -2.009 1.081 -0.9219
C -1.218 -0.724 1.498 0.4508
C -2.536 -0.525 1.979 -1.0901
C -3.258 0.695 1.690 0.2044
F -4.629 0.553 1.754 -0.3120
F -2.988 1.736 2.626 -0.2686
F -2.985 1.269 0.471 -0.2708
C -0.309 0.390 1.435 -0.7058
C 1.007 0.271 1.089 -0.4675
C 1.988 1.456 1.155 2.0598
C 2.991 1.204 2.284 -1.6651
C 1.236 2.747 1.456 -2.0409
C 2.726 1.630 -0.175 -1.7362
C 1.518 -1.071 0.745 1.5600
O 2.753 -1.260 0.623 -0.7152
H 2.700 -2.602 -1.200 0.3480
H 2.168 -4.199 -1.770 0.4612
H 1.164 -2.760 -2.094 0.3627
H -0.546 -4.800 0.575 0.3450
H -0.766 -4.049 -1.037 0.4208
H 0.397 -5.371 -0.811 0.4321
H 1.578 -4.390 1.876 0.3303
H 2.464 -5.085 0.482 0.4468
H 2.916 -3.471 1.113 0.3790
H -1.424 -2.844 1.108 0.3688
H -3.138 -1.327 2.367 1.0939
H -0.753 1.358 1.676 0.5581
H 3.561 0.297 2.077 0.3648
H 3.680 2.046 2.392 0.4566
H 2.451 1.070 3.226 0.3376
H 0.508 2.965 0.667 0.4138
H 0.720 2.687 2.420 0.3770
H 1.934 3.590 1.505 0.4091
H 2.014 1.815 -0.985 0.3600
H 3.403 2.487 -0.117 0.4560
H 3.309 0.741 -0.419 0.3478
C -4.361 3.097 5.502 -1.2647
N -5.186 2.031 4.952 0.4599
C -6.447 2.583 4.496 -1.1971
C -5.324 0.864 5.818 -1.3844
C -4.872 -0.466 5.199 0.0528
C -4.605 -1.535 6.292 -0.7888
C -3.269 -2.193 5.926 -0.6971
C -2.616 -1.263 4.881 -0.1800
N -3.656 -0.378 4.447 0.3233
H -3.364 2.727 5.760 0.3376
H -4.271 3.876 4.736 0.3710
H -4.817 3.546 6.403 0.3745
H -7.059 1.809 4.023 0.3506
H -7.020 3.038 5.325 0.3899
H -6.227 3.372 3.766 0.2984
H -4.731 1.036 6.735 0.5256
H -6.384 0.724 6.100 0.2729
H -5.704 -0.850 4.566 0.2149
H -4.530 -1.077 7.288 0.3262
H -5.435 -2.249 6.319 0.3575
H -2.589 -2.279 6.775 0.3129
H -3.445 -3.188 5.498 0.2936
H -1.735 -0.763 5.330 0.2652
H -2.238 -1.816 4.018 0.0457
H -3.457 0.498 3.967 0.0892
```

Properties
Total energy: -37629.9425 eV
F_max: 0.07931 Eh/bohr
Net charge: 0
HOMO level: -8.0485 eV
SMILES: CC(C)(C)C1=CC(=CC(F)(F)F)C=C(C(C)(C)C)C1=O.CN(C)C[C@@H]1CCCN1
Gap between HOMO and LUMO: 0.2353 Eh